Record 1
{"formula": "C5H28O12", "method": "ωB97M-V/def2-TZVPD", "lumo_ev": 0.2, "relative_energy_kcal_mol": 8.0, "charge": 0, "energy_ev": -30209.23055, "smiles": "O=CCCCC=O.O.O.O.O.O.O.O.O.O.O", "homo_energy_ev": -10.4, "elements": ["O", "C", "C", "C", "C", "C", "O", "H", "H", "H", "H", "H", "H", "H", "H", "O", "H", "H", "O", "H", "H", "O", "H", "H", "O", "H", "H", "O", "H", "H", "O", "H", "H", "O", "H", "H", "O", "H", "H", "O", "H", "H", "O", "H", "H"], "xyz": [[-1.101, -0.105, 1.739], [-1.814, -0.188, 0.746], [-1.114, 0.153, -0.541], [-1.869, 0.973, -1.598], [-1.123, 0.891, -2.958], [0.101, 1.789, -2.918], [1.155, 1.168, -2.959], [-2.866, -0.428, 0.881], [-0.185, 0.695, -0.419], [-0.959, -0.799, -1.048], [-2.892, 0.679, -1.851], [-2.057, 1.978, -1.222], [-0.757, -0.106, -3.164], [-1.837, 1.412, -3.600], [0.049, 2.874, -2.844], [1.056, -2.091, 2.545], [0.337, -1.661, 2.070], [1.478, -2.721, 1.951], [2.231, 1.558, 1.507], [3.090, 1.140, 1.579], [1.666, 1.220, 2.231], [-1.818, -3.131, 2.456], [-2.183, -2.250, 2.593], [-1.087, -3.226, 3.079], [0.831, -3.031, -0.043], [0.785, -3.549, -0.844], [1.428, -2.321, -0.346], [0.834, 2.945, -0.657], [0.792, 2.670, 0.273], [1.793, 2.749, -0.771], [-2.330, 2.766, 0.989], [-2.198, 2.143, 1.714], [-1.412, 2.956, 0.760], [1.838, -1.314, -1.938], [2.524, -1.600, -2.550], [1.497, -0.480, -2.311], [0.785, 0.395, 3.610], [-0.155, 0.212, 3.617], [1.241, -0.445, 3.429], [3.377, 1.893, -1.136], [3.471, 1.328, -0.361], [2.774, 1.398, -1.712], [-2.039, -2.687, -0.219], [-2.245, -3.093, 0.633], [-1.096, -2.761, -0.395]], "nbo_charge": [-0.657, 0.497, -0.545, -0.386, -0.508, 0.499, -0.651, 0.154, 0.245, 0.245, 0.215, 0.234, 0.229, 0.234, 0.174, -0.992, 0.498, 0.502, -1.000, 0.465, 0.514, -0.965, 0.478, 0.499, -0.982, 0.479, 0.509, -0.996, 0.480, 0.504, -0.931, 0.470, 0.472, -1.000, 0.480, 0.507, -0.979, 0.489, 0.503, -0.943, 0.472, 0.491, -0.990, 0.501, 0.488]}



Record 2
{"formula": "C5H29N2O8", "method": "ωB97M-V/def2-TZVPD", "lumo_ev": -2.4, "relative_energy_kcal_mol": 32.1, "charge": 1, "energy_ev": -25010.52761, "homo_energy_ev": -11.5, "elements": ["C", "C", "C", "C", "C", "N", "N", "H", "H", "H", "H", "H", "H", "H", "H", "H", "H", "H", "H", "H", "H", "H", "O", "H", "H", "O", "H", "H", "O", "H", "H", "O", "H", "H", "O", "H", "H", "O", "H", "H", "O", "H", "H", "O"], "xyz": [[1.454, 1.962, 2.044], [1.475, 0.594, 1.391], [1.102, 0.612, -0.083], [1.696, -0.369, -1.092], [1.034, -1.493, -1.378], [2.840, 0.094, -1.754], [0.446, -0.226, 2.164], [0.528, 2.508, 1.852], [1.551, 1.838, 3.118], [2.180, 2.709, 1.721], [2.430, 0.095, 1.518], [1.378, 1.578, -0.524], [0.030, 0.561, -0.289], [0.026, -1.576, -1.001], [1.355, -2.165, -2.166], [3.339, 0.840, -1.299], [3.395, -0.684, -2.082], [0.848, -0.568, 3.027], [0.143, -0.971, 1.541], [-0.432, 0.309, 2.179], [-1.871, 1.948, 1.512], [-2.611, 1.773, 2.839], [-1.888, 1.408, 2.316], [-1.717, -3.468, -0.935], [-1.133, -4.666, -0.034], [-1.261, -3.719, -0.128], [-2.788, -0.672, -0.959], [-3.581, -1.568, -1.827], [-3.411, -1.412, -0.890], [0.447, 1.357, -4.526], [1.230, 0.712, -3.460], [0.516, 1.360, -3.561], [-1.901, 4.089, 0.213], [-0.747, 3.947, -0.670], [-1.128, 3.524, 0.112], [-1.087, 1.061, -2.671], [-2.669, 0.975, -2.758], [-1.879, 0.555, -2.408], [-1.970, -2.501, 1.597], [-2.168, -0.958, 1.976], [-1.637, -1.750, 2.104], [2.896, -2.475, 1.165], [1.568, -2.840, 0.691], [1.972, -2.328, 1.409]], "nbo_charge": [-0.642, -0.040, -0.492, 0.220, -0.548, -0.838, -0.708, 0.237, 0.218, 0.240, 0.228, 0.230, 0.242, 0.217, 0.209, 0.388, 0.393, 0.447, 0.478, 0.461, 0.504, 0.505, -0.981, 0.497, 0.490, -0.982, 0.486, 0.471, -0.959, 0.484, 0.494, -0.960, 0.478, 0.488, -0.960, 0.512, 0.479, -1.002, 0.520, 0.486, -0.993, 0.478, 0.493, -0.964]}



Record 3
{"formula": "C5H29N2O9", "method": "ωB97M-V/def2-TZVPD", "lumo_ev": -2.8, "relative_energy_kcal_mol": 103.2, "charge": 1, "energy_ev": -27055.67284, "homo_energy_ev": -11.9, "elements": ["C", "C", "C", "C", "N", "C", "N", "H", "H", "H", "H", "H", "H", "H", "H", "H", "H", "H", "H", "H", "O", "H", "H", "O", "H", "H", "O", "H", "H", "O", "H", "H", "O", "H", "H", "O", "H", "H", "O", "H", "H", "O", "H", "H", "O"], "xyz": [[-1.110, 1.230, 1.340], [0.282, 1.281, 0.722], [0.129, 0.767, -0.708], [0.765, -0.230, -1.315], [0.510, -0.778, -2.555], [0.746, -0.324, -3.701], [-1.689, -0.149, 1.116], [-1.038, 1.321, 2.414], [-1.653, 2.105, 1.015], [0.575, 2.299, 0.473], [1.043, 0.639, 1.167], [-0.630, 1.326, -1.242], [1.546, -0.759, -0.764], [1.368, 0.493, -4.080], [0.421, -0.926, -4.539], [-1.913, -0.605, 2.025], [-1.068, -0.704, 0.502], [-2.496, 0.075, 0.535], [-2.544, 0.683, -3.152], [-3.171, -0.065, -1.942], [-2.392, 0.389, -2.249], [-2.980, -2.823, -2.102], [-2.533, -1.743, -3.049], [-2.961, -2.607, -3.044], [1.869, -0.483, 3.444], [1.540, 0.300, 4.592], [1.066, -0.124, 3.859], [2.286, 3.427, -0.178], [3.801, 3.019, 0.102], [3.162, 3.333, -0.536], [-0.704, 3.395, -3.156], [0.390, 2.538, -2.681], [-0.199, 2.665, -3.415], [-1.081, -3.167, -0.154], [-0.726, -2.400, -1.458], [-1.379, -2.473, -0.745], [-2.229, -0.553, 4.061], [-0.749, -1.147, 4.140], [-1.597, -1.174, 3.680], [1.373, -2.694, 1.898], [1.363, -3.516, 0.690], [0.737, -3.096, 1.293], [4.450, 0.408, 2.003], [3.505, 0.839, 2.995], [3.911, 0.008, 2.701]], "nbo_charge": [-0.240, -0.434, -0.319, -0.006, -0.454, 0.030, -0.725, 0.226, 0.231, 0.222, 0.223, 0.225, 0.199, 0.179, 0.177, 0.474, 0.486, 0.432, 0.499, 0.478, -0.967, 0.480, 0.461, -0.945, 0.488, 0.482, -0.966, 0.466, 0.475, -0.938, 0.468, 0.466, -0.929, 0.496, 0.505, -0.991, 0.485, 0.522, -0.968, 0.473, 0.477, -0.947, 0.481, 0.462, -0.940]}



Record 4
{"formula": "C5H29NO10", "method": "ωB97M-V/def2-TZVPD", "lumo_ev": 0.0, "relative_energy_kcal_mol": 60.4, "charge": 0, "energy_ev": -27621.01884, "smiles": "CNC(=O)C(C)C.O.O.O.O.O.O.O.O.O", "homo_energy_ev": -9.7, "elements": ["C", "N", "C", "O", "C", "C", "C", "H", "H", "H", "H", "H", "H", "H", "H", "H", "H", "H", "O", "H", "H", "O", "H", "H", "O", "H", "H", "O", "H", "H", "O", "H", "H", "O", "H", "H", "O", "H", "H", "O", "H", "H", "O", "H", "H"], "xyz": [[2.182, 1.761, -0.780], [1.504, 1.813, -2.094], [0.117, 1.818, -2.094], [-0.419, 2.087, -3.166], [-0.798, 1.248, -1.001], [-2.040, 2.146, -0.954], [-1.277, -0.165, -1.365], [3.206, 1.580, -1.168], [2.018, 0.825, -0.258], [2.164, 2.642, -0.161], [1.930, 2.236, -2.902], [-0.261, 1.253, -0.058], [-2.497, 2.268, -1.942], [-2.764, 1.741, -0.235], [-1.769, 3.166, -0.657], [-1.879, -0.111, -2.272], [-1.746, -0.677, -0.552], [-0.439, -0.665, -1.885], [2.484, -1.853, 0.671], [2.247, -2.767, 0.383], [3.402, -1.779, 0.932], [-1.342, -2.977, -1.286], [-1.535, -2.910, -2.221], [-2.049, -3.448, -0.834], [0.338, 1.364, 3.108], [0.166, 2.338, 3.111], [0.511, 1.130, 4.021], [1.042, -1.243, 2.895], [1.211, -0.326, 2.653], [1.310, -1.799, 2.130], [1.699, -1.316, -2.846], [1.496, -0.371, -2.869], [1.661, -1.437, -1.881], [-3.129, -2.632, 0.814], [-2.270, -2.427, 1.206], [-3.683, -1.999, 1.271], [-1.633, -0.938, 2.232], [-0.896, -1.510, 2.502], [-1.202, -0.078, 2.161], [0.189, 4.159, 2.909], [-0.674, 4.208, 2.497], [0.854, 4.341, 2.246], [1.116, -3.745, -0.468], [0.149, -3.789, -0.565], [1.303, -3.161, -1.228]], "nbo_charge": [-0.439, -0.648, 0.677, -0.631, -0.319, -0.597, -0.611, 0.214, 0.225, 0.188, 0.413, 0.203, 0.239, 0.209, 0.191, 0.218, 0.249, 0.208, -1.005, 0.513, 0.481, -0.974, 0.490, 0.507, -1.002, 0.503, 0.484, -1.001, 0.488, 0.500, -0.938, 0.479, 0.458, -0.977, 0.489, 0.482, -0.995, 0.498, 0.493, -0.944, 0.486, 0.486, -0.970, 0.511, 0.470]}



Record 5
{"formula": "C5H29NO12", "method": "ωB97M-V/def2-TZVPD", "lumo_ev": -0.2, "relative_energy_kcal_mol": 147.7, "charge": 0, "energy_ev": -31711.97633, "smiles": "C=NCCCC(=O)O.O.O.O.O.O.O.O.O.O.O", "homo_energy_ev": -9.8, "elements": ["C", "N", "C", "C", "C", "C", "O", "O", "H", "H", "H", "H", "H", "H", "H", "H", "H", "O", "H", "H", "O", "H", "H", "O", "H", "H", "O", "H", "H", "O", "H", "H", "O", "H", "H", "O", "H", "H", "O", "H", "H", "O", "H", "H", "O", "H", "H"], "xyz": [[-0.859, 1.174, 2.920], [0.040, 0.699, 2.158], [0.003, 0.506, 0.765], [-0.022, 1.882, 0.085], [1.210, 2.594, 0.443], [2.472, 2.098, -0.192], [3.608, 2.247, 0.197], [2.319, 1.230, -1.245], [-1.850, 1.560, 2.470], [-0.520, 1.423, 3.886], [0.941, -0.116, 0.606], [-1.095, 0.088, 0.352], [0.056, 1.737, -1.048], [-1.011, 2.350, 0.408], [1.403, 2.402, 1.596], [1.347, 3.679, 0.124], [3.021, 0.492, -1.296], [-0.354, 0.201, -2.200], [-0.026, -0.637, -2.532], [-1.196, 0.437, -2.706], [-3.989, 0.869, 1.391], [-3.927, -0.031, 1.109], [-3.147, 1.100, 1.187], [-4.389, -0.429, -3.023], [-4.509, 0.428, -2.632], [-3.846, -0.915, -2.459], [2.608, -0.654, 1.850], [3.422, -0.992, 2.215], [2.414, 0.123, 2.412], [-0.079, -2.256, -0.598], [-0.073, -1.742, 0.279], [0.749, -2.104, -1.019], [-2.473, -2.555, 1.786], [-2.452, -2.598, 2.777], [-1.961, -3.476, 1.692], [-3.800, -1.986, -0.950], [-4.316, -2.059, -0.060], [-2.891, -2.150, -0.821], [0.316, -2.264, 3.469], [0.838, -1.792, 3.021], [0.159, -3.138, 2.913], [0.745, -0.029, -5.481], [1.543, 0.406, -5.338], [0.082, 0.622, -5.078], [4.360, -0.503, -0.376], [5.043, 0.138, -0.224], [3.735, -0.617, 0.369]], "nbo_charge": [-0.027, -0.470, -0.292, -0.441, -0.536, 0.807, -0.618, -0.761, 0.135, 0.186, 0.232, 0.202, 0.289, 0.206, 0.246, 0.255, 0.531, -0.959, 0.488, 0.483, -0.907, 0.465, 0.445, -0.951, 0.459, 0.482, -0.969, 0.484, 0.510, -0.962, 0.493, 0.469, -0.950, 0.482, 0.470, -0.973, 0.497, 0.489, -0.913, 0.455, 0.459, -0.932, 0.464, 0.468, -0.984, 0.496, 0.497]}



Record 6
{"formula": "C5H29NO9", "method": "ωB97M-V/def2-TZVPD", "lumo_ev": 0.1, "relative_energy_kcal_mol": 77.0, "charge": 0, "energy_ev": -25571.33326, "smiles": "C/C=C/CNC.O.O.O.O.O.O.O.O.O", "homo_energy_ev": -9.2, "elements": ["C", "C", "C", "C", "N", "C", "H", "H", "H", "H", "H", "H", "H", "H", "H", "H", "H", "O", "H", "H", "O", "H", "H", "O", "H", "H", "O", "H", "H", "O", "H", "H", "O", "H", "H", "O", "H", "H", "O", "H", "H", "O", "H", "H"], "xyz": [[-2.799, -0.092, 0.708], [-1.618, 0.054, -0.201], [-0.460, -0.562, 0.120], [0.868, -0.244, -0.534], [1.726, 0.552, 0.353], [3.019, 0.661, -0.233], [-3.229, -1.103, 0.630], [-3.572, 0.622, 0.496], [-2.590, 0.018, 1.734], [-1.488, 0.994, -0.765], [-0.356, -1.358, 0.973], [0.672, 0.314, -1.518], [1.420, -1.202, -0.799], [1.913, 0.050, 1.261], [3.706, 1.143, 0.550], [3.168, 1.396, -0.983], [3.599, -0.200, -0.471], [1.816, -3.578, 1.004], [1.145, -4.211, 0.759], [1.602, -2.650, 0.701], [0.049, -2.761, 3.001], [0.403, -1.951, 3.517], [0.793, -2.907, 2.326], [-0.760, 1.923, -3.141], [-0.171, 2.629, -3.385], [-0.528, 1.195, -3.699], [-1.008, -0.776, -3.563], [-0.988, -1.398, -2.836], [-1.926, -0.435, -3.606], [-0.569, -3.219, -0.962], [-1.220, -3.194, -1.690], [-0.977, -3.541, -0.151], [-0.043, 3.711, -1.217], [-0.999, 3.990, -1.239], [-0.042, 2.991, -0.619], [0.764, 1.907, 2.957], [-0.130, 1.550, 2.881], [0.740, 2.236, 2.044], [1.860, -0.468, 3.459], [2.875, -0.394, 3.419], [1.590, 0.428, 3.444], [-2.555, 2.808, -1.349], [-2.185, 2.348, -2.084], [-3.514, 2.724, -1.291]], "nbo_charge": [-0.647, -0.245, -0.166, -0.285, -0.652, -0.427, 0.212, 0.208, 0.214, 0.225, 0.205, 0.219, 0.161, 0.376, 0.187, 0.202, 0.173, -0.941, 0.487, 0.486, -1.000, 0.495, 0.477, -0.974, 0.495, 0.494, -0.951, 0.481, 0.477, -0.954, 0.476, 0.486, -0.965, 0.494, 0.465, -0.943, 0.473, 0.493, -0.982, 0.478, 0.496, -0.991, 0.508, 0.481]}



Record 7
{"formula": "C5H29NO9", "method": "ωB97M-V/def2-TZVPD", "lumo_ev": -0.2, "relative_energy_kcal_mol": 55.2, "charge": 0, "energy_ev": -25572.27595, "smiles": "CCC[C@H](N)CO.O.O.O.O.O.O.O.O", "homo_energy_ev": -9.4, "elements": ["C", "C", "C", "C", "N", "C", "O", "H", "H", "H", "H", "H", "H", "H", "H", "H", "H", "H", "H", "H", "O", "H", "H", "O", "H", "H", "O", "H", "H", "O", "H", "H", "O", "H", "H", "O", "H", "H", "O", "H", "H", "O", "H", "H"], "xyz": [[-0.485, 3.246, -2.556], [0.649, 3.117, -1.515], [1.361, 1.773, -1.606], [0.886, 0.666, -0.652], [2.142, 0.186, 0.050], [0.208, -0.423, -1.494], [-0.506, -1.331, -0.698], [-1.253, 3.967, -2.255], [-0.925, 2.276, -2.768], [-0.122, 3.836, -3.406], [0.185, 3.203, -0.520], [1.336, 3.964, -1.499], [2.436, 1.981, -1.504], [1.407, 1.385, -2.627], [0.222, 0.956, 0.166], [1.736, -0.366, 0.788], [2.713, -0.223, -0.683], [0.966, -0.853, -2.164], [-0.576, -0.046, -2.180], [-0.013, -1.987, -0.183], [1.302, -2.998, 0.771], [0.463, -3.239, 1.207], [1.621, -3.895, 0.592], [0.229, -0.262, 2.757], [-0.710, -0.142, 2.510], [0.224, -1.069, 3.274], [-4.642, 0.542, -1.325], [-4.220, 1.196, -0.750], [-3.872, 0.136, -1.738], [0.790, 2.537, 1.920], [0.788, 1.642, 2.285], [1.552, 2.552, 1.325], [-2.000, -3.389, 2.150], [-1.654, -3.295, 3.040], [-2.577, -2.620, 2.020], [-1.274, -3.634, -1.460], [-2.218, -3.830, -1.432], [-1.155, -3.151, -2.278], [-2.212, -0.531, 1.518], [-1.636, -1.283, 1.330], [-2.018, 0.068, 0.788], [3.939, -0.205, 3.162], [3.874, -0.061, 2.205], [3.035, -0.395, 3.436]], "nbo_charge": [-0.617, -0.412, -0.427, -0.091, -0.872, -0.071, -0.782, 0.209, 0.198, 0.212, 0.215, 0.208, 0.220, 0.196, 0.202, 0.384, 0.362, 0.159, 0.170, 0.505, -0.945, 0.478, 0.484, -0.989, 0.498, 0.472, -0.926, 0.465, 0.463, -0.958, 0.485, 0.474, -0.950, 0.470, 0.486, -0.937, 0.470, 0.470, -0.957, 0.484, 0.492, -0.943, 0.477, 0.467]}



Record 8
{"formula": "C5H2ClF3NO2S", "method": "ωB97M-V/def2-TZVPD", "lumo_ev": [2.3, 2.3], "relative_energy_kcal_mol": 0.0, "charge": -1, "energy_ev": -42312.82625, "homo_energy_ev": [-4.6, -4.6], "elements": ["C", "C", "C", "C", "C", "N", "O", "O", "F", "F", "F", "S", "Cl", "H", "H"], "xyz": [[1.571, 1.696, 0.025], [0.030, 1.854, 0.504], [2.782, 2.283, 0.777], [-0.089, -0.259, -0.256], [-0.480, 3.078, 1.156], [-0.751, 0.901, 0.122], [3.578, 3.078, 0.373], [2.594, 1.595, 1.796], [0.446, 4.032, 1.325], [-1.504, 3.659, 0.505], [-0.959, 2.822, 2.403], [1.676, 0.208, -0.735], [-1.768, 1.417, -1.781], [0.018, -0.926, 0.606], [-0.569, -0.764, -1.087]], "nbo_charge": [-0.124, 0.005, 0.740, -0.322, 0.953, -0.259, -0.643, -0.623, -0.318, -0.312, -0.337, 0.367, -0.606, 0.224, 0.256]}